Entry from OMol25: 13 unconnected molecules or ions with the total composition C48H113N3O19S6 in a non-equilibrium geometry (wB97M-V/def2-TZVPD).

## Properties
**Molar mass**: 1228.84 g mol⁻¹
**HOMO-LUMO gap**: 8.816 eV
**Spin multiplicity**: 1

Geometry as XYZ:
```
189
C48H113N3O19S6, DFT wB97M-V/def2-TZVPD
C -0.93675 3.10745 20.75338
C -0.64964 3.12402 19.27497
C 0.76086 2.71737 18.96538
O -1.54132 2.15934 18.78328
H -1.12754 2.14514 21.22840
H -1.83962 3.69650 20.91442
H -0.10688 3.52706 21.32203
H -0.89643 4.05407 18.76291
H 0.86854 2.62307 17.88481
H 0.92797 1.75233 19.44378
H 1.55972 3.37216 19.31349
H -2.33248 2.13656 19.32655
C 2.68850 5.25971 13.81610
C 2.51236 3.71107 13.52360
C 2.67963 2.84298 14.79541
O 1.17696 3.65106 13.00504
H 2.11276 5.59221 14.67985
H 2.57124 6.00089 13.02553
H 3.73703 5.47004 14.02692
H 3.21664 3.58697 12.70099
H 2.04977 3.10636 15.64511
H 3.60140 3.24344 15.21740
H 2.57866 1.75865 14.74935
H 1.07192 2.90772 12.40668
C 2.22524 -0.91566 20.45333
C 2.12672 -0.54004 21.87497
C 1.72372 -1.66933 22.76347
O 3.34572 -0.15786 22.37940
H 1.24075 -1.11596 20.03051
H 2.76549 -1.84476 20.27172
H 2.73146 -0.08631 19.95934
H 1.39421 0.26696 21.89215
H 2.26957 -2.60863 22.67475
H 0.67353 -1.82309 22.51537
H 1.66316 -1.41016 23.82048
H 3.27476 0.14686 23.28699
C -1.01869 0.34556 11.66756
C -0.17769 0.79357 10.45339
C -1.05862 1.52066 9.44705
O 0.90677 1.55484 10.96704
H -0.58912 -0.25883 12.46648
H -1.79722 -0.32714 11.30776
H -1.38217 1.16726 12.28465
H 0.25126 -0.05765 9.92469
H -1.85972 0.90647 9.03580
H -0.40175 1.79087 8.62025
H -1.56154 2.35468 9.93652
H 1.46549 1.73436 10.20730
C 0.84144 -5.02727 19.56064
C 1.48122 -6.41326 19.49280
C 2.28720 -6.74668 18.24095
O 1.45623 -6.89208 17.08468
C 2.05952 -7.03123 15.86406
N 2.35166 -6.42755 20.69504
H -0.06152 -5.07713 18.95214
H 1.53239 -4.35544 19.05140
H 0.39928 -4.67519 20.49265
H 0.66676 -7.13323 19.57281
H 2.87424 -7.65412 18.38244
H 2.93340 -5.90070 18.00677
H 2.35251 -8.07333 15.73650
H 2.97417 -6.44747 15.76045
H 1.45521 -6.74990 15.00164
H 3.07735 -5.76544 20.46036
H 1.92126 -5.83391 21.38962
C 7.35354 -8.26007 19.64774
C 6.24419 -7.34340 20.36312
C 5.92864 -6.01067 19.59458
O 5.22856 -5.02700 20.36353
C 5.13742 -3.75970 19.75688
N 5.04979 -8.16793 20.30613
H 6.98096 -8.51541 18.65572
H 7.57476 -9.16838 20.20822
H 8.35613 -7.84587 19.54134
H 6.57566 -7.19642 21.39104
H 5.42637 -6.16391 18.63942
H 6.92620 -5.72237 19.26310
H 6.13019 -3.35091 19.56877
H 4.69656 -3.09910 20.50344
H 4.52358 -3.77771 18.85634
H 4.20264 -7.63269 20.43242
H 5.04590 -8.84887 21.05205
C -5.61168 -1.98135 20.48612
C -4.42685 -2.20931 21.45145
C -3.02137 -1.69275 21.12790
O -2.63800 -2.24079 19.88331
C -1.33898 -1.96745 19.45494
N -4.88005 -1.84870 22.78610
H -5.30478 -2.42183 19.53749
H -5.90503 -0.93839 20.36663
H -6.50419 -2.54088 20.76622
H -4.18307 -3.27159 21.43637
H -2.29668 -1.93264 21.90597
H -2.98704 -0.60742 21.03333
H -1.26438 -2.58890 18.56255
H -0.56595 -2.28958 20.15261
H -1.17192 -0.94535 19.11508
H -5.68471 -2.44629 22.91061
H -4.27925 -2.19441 23.52069
C 0.30799 -4.35210 11.30603
C 0.30019 -2.81590 11.23726
C 1.76266 -2.35491 11.19127
S 2.50881 -3.52343 9.92505
O 3.86448 -3.91625 10.36742
O 2.29164 -2.89521 8.60510
C 1.23374 -4.91142 10.23790
H -0.73117 -4.67596 11.24818
H 0.54442 -4.76239 12.28779
H -0.30341 -2.48172 12.08112
H -0.17427 -2.54403 10.29436
H 2.31445 -2.60190 12.09826
H 1.98584 -1.31766 10.94144
H 1.77540 -5.83132 10.45808
H 0.79151 -5.08151 9.25628
C 6.44319 3.37615 17.72936
C 6.56361 3.04711 16.23870
C 6.03886 1.60005 15.96657
S 6.44800 0.62738 17.49046
O 7.62179 -0.21579 17.31718
O 5.13849 0.17021 17.93773
C 6.99938 2.11783 18.43429
H 5.41230 3.49242 18.06378
H 6.96968 4.29531 17.98639
H 7.61721 2.93981 15.98084
H 6.08842 3.77068 15.57632
H 6.37328 1.12018 15.04679
H 4.96058 1.75472 15.92799
H 8.06294 2.19254 18.20766
H 6.80268 2.01134 19.50109
C -1.41964 2.04172 14.97048
C -1.28317 3.53023 15.40077
C -2.06646 4.47879 14.46170
S -3.35073 3.44005 13.64499
O -3.16649 3.33136 12.21439
O -4.65082 3.76185 14.24480
C -2.80763 1.83986 14.42269
H -1.18481 1.35661 15.78508
H -0.64733 1.86706 14.22138
H -0.22625 3.78151 15.48941
H -1.60130 3.61210 16.44010
H -1.37496 4.85503 13.70778
H -2.61186 5.24811 15.00830
H -3.11832 0.94144 13.88939
H -3.46445 1.73166 15.28581
C 0.02765 -1.84457 15.72521
C 0.79490 -1.11521 16.87839
C 2.25282 -1.05392 16.49833
S 2.53053 -2.70234 15.72968
O 3.05222 -3.61243 16.73871
O 3.19300 -2.48907 14.38975
C 0.74090 -3.10453 15.43247
H 0.00255 -1.16850 14.87057
H -0.97618 -2.02978 16.10747
H 0.82858 -1.65258 17.82612
H 0.34351 -0.14525 17.08703
H 2.88962 -0.76744 17.33529
H 2.33295 -0.40640 15.62518
H 0.37832 -3.92032 16.05787
H 0.69041 -3.58626 14.45601
C 5.22618 -4.87155 14.45351
C 6.38097 -5.32755 15.24846
C 6.23850 -6.92590 15.38854
S 5.62162 -7.52753 13.68872
O 4.42850 -8.36854 13.82962
O 6.75107 -7.93456 12.85062
C 5.03041 -5.81313 13.21288
H 5.26731 -3.81629 14.18362
H 4.36086 -4.90808 15.11533
H 6.29878 -4.89127 16.24395
H 7.37792 -5.14868 14.84570
H 5.36635 -7.11821 16.01341
H 7.21446 -7.32206 15.66901
H 3.98576 -5.89665 12.91318
H 5.51079 -5.50392 12.28458
C -3.63646 -8.49213 15.10500
C -2.43624 -9.08414 15.84891
C -1.30765 -8.05277 15.94898
S -1.46472 -6.81474 14.58059
O -0.68071 -7.24748 13.42837
O -1.33661 -5.41181 15.03528
C -3.26066 -7.20337 14.29087
H -4.47596 -8.22815 15.74817
H -3.91068 -9.17554 14.30135
H -2.24820 -9.91208 15.16533
H -2.69228 -9.57796 16.78629
H -0.34150 -8.54631 15.84381
H -1.32644 -7.57825 16.93009
H -3.34236 -7.38603 13.21941
H -3.80197 -6.33937 14.67635
```